# C4H11N2S

The ion C4H11N2S with charge -1 (the ωB97M-V functional and the def2-TZVPD basis, the Open Molecules 2025 dataset).

Geometry as XYZ:
```
18
Properties=species:S:1:pos:R:3:forces:R:3:nbo_charge:R:1
N -0.529236 -0.414612 1.848424 0.846 -0.219 -0.406 -0.869
C -0.576937 -0.336983 0.361350 1.875 -1.332 -0.763 -0.080
C -1.522749 -1.393659 -0.211980 0.606 -1.844 -0.752 -0.561
S -3.222365 -0.869959 -0.518838 -0.417 0.009 0.647 -0.701
C 0.900494 -0.504926 -0.346698 -1.986 2.063 1.678 -0.225
N 1.712545 0.752879 -0.159030 -0.486 0.033 1.011 -0.645
C 1.184338 2.040761 -0.772366 3.775 -1.818 0.431 -0.413
H -1.520659 -0.448157 2.010302 -0.623 0.047 0.792 0.371
H -0.177451 -1.359556 2.156370 -0.489 1.205 -0.801 0.336
H -0.921821 0.654624 -0.013449 -0.052 -0.676 0.787 0.195
H -1.119029 -1.532266 -1.204998 0.087 -0.382 -0.581 0.173
H -1.384391 -2.512985 0.234152 -0.279 2.569 -0.282 0.157
H 0.689732 -0.584220 -1.396414 0.061 -0.260 -0.580 0.183
H 1.390163 -1.421614 0.024563 0.177 0.579 -0.102 0.182
H 1.684190 0.947934 0.857698 0.181 -0.370 -0.685 0.346
H 1.148737 1.887141 -1.818914 0.109 -0.078 -1.291 0.182
H 2.030548 2.765406 -0.554694 -1.445 -0.405 -0.231 0.187
H 0.233888 2.330194 -0.495478 -1.939 0.878 1.126 0.182
```
Forces are in eV/Å.

## Properties
E_HOMO: -2.4 eV
total charge: -1
SMILES: CNC[C@H](N)C[S-]
DFT total energy: -18141.404 eV


# C4H11N2S

The ion C4H11N2S with charge -1 (the ωB97M-V functional and the def2-TZVPD basis, the Open Molecules 2025 dataset).

Geometry as XYZ:
```
18
Properties=species:S:1:pos:R:3:forces:R:3:nbo_charge:R:1
C 1.065390 0.056322 -0.887445 1.159 -0.249 -0.390 -0.247
N -0.241586 0.371254 -1.423670 -0.132 0.932 1.266 -0.638
C -1.236017 0.575628 -0.299021 -0.927 -1.789 -1.337 -0.243
C -1.031845 1.624007 0.756792 -0.701 -0.307 0.787 -0.567
S -2.390730 1.533720 2.010576 -0.399 -0.002 -0.190 -0.732
C 1.335585 -1.313677 -0.243181 -0.570 -1.846 0.289 -0.244
N 0.863856 -1.570251 1.138481 0.426 0.209 -0.637 -0.844
H 1.262033 0.819512 -0.137738 0.160 0.138 0.090 0.198
H 1.853185 0.185654 -1.661268 -0.440 0.010 0.128 0.173
H -0.623962 -0.338561 -2.028796 0.198 -0.272 -0.076 0.340
H -2.206853 0.737164 -0.785251 0.159 0.651 -0.057 0.194
H -1.466240 -0.424640 0.102109 0.403 0.263 0.746 0.154
H -0.221112 1.453714 1.473197 0.598 0.317 -1.010 0.200
H -1.084156 2.596813 0.268062 0.614 0.137 0.225 0.194
H 0.843719 -2.122632 -0.828778 0.105 0.540 -0.087 0.168
H 2.378127 -1.679316 -0.228263 0.048 0.962 -0.406 0.178
H 1.020862 -0.735285 1.689883 -0.388 -0.043 0.183 0.354
H -0.120258 -1.769428 1.084303 -0.311 0.350 0.475 0.361
```
Forces are in eV/Å.

## Properties
E_HOMO: -2.4 eV
total charge: -1
SMILES: NCCNCC[S-]
DFT total energy: -18141.757 eV


# C4H11N2S

A cluster of 2 separate species, C4H11N2S in total (the ωB97M-V functional and the def2-TZVPD basis, the Open Molecules 2025 dataset).

Geometry as XYZ:
```
18
Properties=species:S:1:pos:R:3:forces:R:3:nbo_charge:R:1
C 0.639718 -0.630143 1.862913 0.244 0.029 -0.639 -0.623
C -0.384138 -1.643535 1.352006 0.152 -0.241 0.536 -0.398
C 0.083776 -2.374480 0.085324 0.322 0.260 0.437 -0.515
S 0.394782 -1.319983 -1.348614 -0.167 -0.093 -0.448 -0.691
H 1.532848 -1.130972 2.247011 -0.039 -0.035 0.095 0.182
H 0.267952 0.066363 2.614147 -0.148 -0.129 0.123 0.186
H 0.963877 -0.047748 0.995016 0.005 0.100 0.124 0.235
H -0.524884 -2.417647 2.123171 -0.180 0.110 0.040 0.166
H -1.344896 -1.141236 1.217902 -0.032 -0.068 -0.273 0.187
H -0.624417 -3.172229 -0.148839 -0.080 0.046 -0.078 0.180
H 1.029879 -2.864515 0.353642 -0.079 -0.119 -0.001 0.169
N 0.592159 1.847570 -1.502367 0.051 0.082 -0.071 -0.839
C -0.627646 2.398375 -1.603680 0.194 0.042 0.150 0.289
N -0.817338 3.655306 -1.815993 -0.070 -0.165 -0.151 -0.812
H 0.702012 0.821101 -1.388042 -0.063 0.372 0.072 0.438
H 1.364654 2.465542 -1.703938 0.005 -0.262 0.076 0.373
H -1.432951 1.677812 -1.453755 -0.012 -0.081 -0.071 0.155
H -1.815386 3.810418 -1.885904 -0.102 0.149 0.079 0.317
```
Forces are in eV/Å.

## Properties
E_HOMO: -2.9 eV
total charge: -1
DFT total energy: -18143.087 eV


# C4H11N2S

The ion C4H11N2S with charge -1 (the ωB97M-V functional and the def2-TZVPD basis, the Open Molecules 2025 dataset).

Geometry as XYZ:
```
18
Properties=species:S:1:pos:R:3:forces:R:3:nbo_charge:R:1
C 0.172897 -0.523660 -1.648722 0.983 0.578 -2.205 -0.652
C -0.658368 -0.861641 -0.426944 0.638 1.861 0.942 -0.078
C -1.991008 -0.015714 -0.253693 0.636 1.256 2.661 -0.560
S -3.272075 0.039249 -1.540966 0.736 0.292 -0.201 -0.669
N 0.325143 -0.747592 0.726635 -0.853 -1.293 0.389 -0.653
C 0.945667 0.523809 0.737875 2.912 1.093 -0.024 -0.084
N 1.970076 0.708134 1.878371 -2.345 1.484 0.926 -0.841
H 0.745705 -1.389675 -1.981988 -0.500 -0.555 -0.295 0.198
H -0.416045 -0.100406 -2.528093 0.511 -0.707 1.257 0.243
H 1.099543 0.136300 -1.513658 -1.902 -0.363 0.163 0.194
H -0.875421 -1.896192 -0.298348 -0.665 -0.860 -0.959 0.196
H -2.525123 -0.476138 0.578614 0.186 -0.620 0.187 0.180
H -1.723149 1.007102 0.414096 -0.458 -1.778 -2.336 0.137
H -0.238487 -0.921723 1.593677 0.954 0.598 -0.841 0.357
H 0.183138 1.182871 0.342099 -0.301 1.806 1.690 0.190
H 1.704284 0.828571 0.005272 -0.360 -1.731 -1.111 0.154
H 1.666133 1.547910 2.411264 0.418 -0.903 -0.110 0.344
H 2.887091 0.958795 1.504511 -0.591 -0.158 -0.134 0.345
```
Forces are in eV/Å.

## Properties
E_HOMO: -2.4 eV
total charge: -1
SMILES: C[C@H](C[S-])NCN
DFT total energy: -18140.000 eV


# C4H11N2S

A cluster of 2 separate species, C4H11N2S in total (the ωB97M-V functional and the def2-TZVPD basis, the Open Molecules 2025 dataset).

Geometry as XYZ:
```
18
Properties=species:S:1:pos:R:3:forces:R:3:nbo_charge:R:1
C -2.177168 1.791861 0.173131 1.842 -1.265 -0.899 -0.348
C -1.323157 0.769639 0.187567 1.416 -0.643 0.588 -0.085
C -1.074045 -0.396519 -0.804968 -3.016 1.925 -3.411 -0.303
C 0.458226 -1.335944 0.509614 -2.012 -1.030 1.439 -0.072
N 2.347705 0.307047 -1.257170 -1.744 -2.184 -1.436 -1.084
N -0.678557 -1.583278 -0.188530 2.367 -0.546 1.117 -0.537
S 0.036673 0.529578 1.513199 -2.650 0.901 0.262 0.245
H -2.050502 2.639964 0.785571 -0.157 0.637 0.945 0.237
H -2.766175 1.913261 -0.705161 -0.862 -0.131 -0.352 0.236
H -2.018209 -0.462677 -1.530553 1.978 -0.225 1.708 0.263
H -0.218689 -0.132734 -1.474536 -0.729 0.266 0.549 0.246
H 0.792611 -2.022012 1.254949 -0.220 -0.611 0.500 0.238
H 1.241851 -0.897401 0.027839 1.728 1.525 -1.403 0.235
H 3.125533 0.880399 -1.318242 1.636 2.059 -0.249 0.379
H 1.989139 0.188361 -2.240165 0.420 0.627 1.125 0.369
H -1.218693 -2.262690 0.278230 -1.665 -0.372 0.094 0.415
H 2.826411 -0.584553 -1.163941 0.003 -0.407 0.298 0.355
H -1.023740 0.506091 2.478772 1.664 -0.526 -0.876 0.209
```
Forces are in eV/Å.

## Properties
E_HOMO: -14.0 eV
total charge: +1
DFT total energy: -18132.729 eV


# C4H11N2S

A cluster of 2 separate species, C4H11N2S in total (the ωB97M-V functional and the def2-TZVPD basis, the Open Molecules 2025 dataset).

Geometry as XYZ:
```
18
Properties=species:S:1:pos:R:3:forces:R:3:nbo_charge:R:1
C 1.871791 -0.172786 -0.032602 0.471 -0.083 0.186 -0.426
C 0.969106 1.015558 -0.245534 -0.094 2.150 1.368 -0.222
C 0.937902 -0.745396 1.053252 0.879 4.885 1.349 -0.201
C -1.744450 -0.289953 -0.664411 1.271 1.297 -0.143 0.061
N -0.925616 -0.900884 -1.515188 0.049 -3.056 2.110 -0.748
N -0.004450 0.372624 0.639989 -1.603 0.767 -0.336 -0.578
S -2.704711 -1.045776 0.552578 -0.282 -0.232 -0.094 0.169
H 2.044717 -0.808741 -0.862726 -0.131 -0.614 -0.950 0.214
H 2.824327 0.125093 0.287317 1.390 0.171 0.730 0.239
H 1.296001 2.079406 0.151147 -0.157 -2.260 -0.550 0.214
H 0.580068 1.239637 -1.222059 -0.153 -0.238 -0.758 0.182
H 0.561566 -1.676604 0.899793 -1.182 -2.775 -0.243 0.185
H 1.286304 -0.570065 2.115289 -0.277 -0.588 -1.227 0.228
H -2.001583 0.774028 -0.911071 0.040 -1.286 -0.073 0.255
H -0.717439 -0.554615 -2.396096 0.430 1.160 -1.602 0.425
H -0.375581 -1.788420 -1.267382 -1.681 1.691 -0.448 0.425
H -0.534342 1.029877 1.215111 0.536 -0.838 0.686 0.397
H -3.682620 -0.102852 0.569578 0.494 -0.151 -0.004 0.179
```
Forces are in eV/Å.

## Properties
E_HOMO: -13.2 eV
total charge: +1
DFT total energy: -18132.851 eV


# C4H11N2S

The ion C4H11N2S with charge +1 (the ωB97M-V functional and the def2-TZVPD basis, the Open Molecules 2025 dataset).

Geometry as XYZ:
```
18
Properties=species:S:1:pos:R:3:forces:R:3:lowdin_spin:R:1
C 0.411761 -0.518913 -0.094657 0.863 -1.903 -2.014 0.395
C -2.139062 1.294288 3.017940 1.440 2.421 -0.249 0.122
C 2.796553 -1.204834 0.372850 0.072 1.746 -1.870 0.018
C -2.155839 0.732975 1.675485 -2.699 4.393 0.613 0.702
N 0.546626 -0.013354 -1.288659 -3.468 2.366 -0.053 0.072
N 1.346776 -1.206915 0.492741 -1.370 -0.537 2.384 0.056
S -1.527180 -0.327043 0.607464 1.632 -2.627 -1.611 0.493
H -1.984079 2.429041 2.789436 0.152 -1.656 0.476 0.028
H -3.050361 1.415996 3.560184 -0.859 -0.820 0.530 0.031
H -1.293487 1.000780 3.628112 -0.138 -0.396 0.402 0.007
H 3.218730 -0.859267 1.292088 0.373 0.121 0.519 0.002
H 3.014270 -0.446567 -0.432751 0.145 -0.683 0.914 0.000
H 3.252246 -2.128788 0.049742 -0.353 -0.470 0.083 0.000
H -2.447070 1.524644 0.964713 -0.454 -0.291 0.335 0.021
H -0.251188 0.565902 -1.687722 1.420 -1.192 0.715 0.011
H 1.333941 -0.088323 -1.845387 1.878 -0.137 -1.067 0.006
H 0.931853 -1.561711 1.367482 0.950 -0.272 -0.324 0.011
H -1.281757 -1.380572 1.403763 0.417 -0.061 0.218 0.024
```
Forces are in eV/Å.

## Properties
E_HOMO (spin up / spin down): -9.8 / -14.8 eV
total charge: +1
DFT total energy: -18129.542 eV
2S+1: 3
<S²>: 2.01